Computed, not measured: a molecular structure, C40H62BN12O6RbS3, with ωB97M-V/def2-TZVPD.

Values from the calculation:
Electronic energy ... -106498.12487 eV
Kohn-Sham gap ... 5.8 eV
Max |F| ... 1.37 eV/Å
M ... 999.5 g mol⁻¹
Relative energy (zero: lowest compared OMol25 entry of this formula, charge and spin) ... 0.8549 eV
Lowest unoccupied orbital energy ... -0.587 eV

Last column: Mulliken charge in e.
CARTESIAN COORDINATES (ANGSTROEM)
1 Rb -1.67 -0.45 -1.79  0.65
2 C 2.53 2.88 4.18  -1.56
3 C 1.20 2.28 4.65  1.27
4 C 0.00 3.17 4.27  -1.40
5 C 1.24 2.18 6.17  -2.23
6 N 1.03 0.92 4.09  0.73
7 C 0.96 -0.23 4.87  -0.68
8 C 0.85 -1.28 4.04  -1.00
9 N 0.84 -0.81 2.75  0.62
10 B 0.68 -1.70 1.49  0.76
11 N 0.06 -3.05 1.92  0.77
12 C 0.79 -4.17 2.27  -1.25
13 C -0.06 -5.20 2.36  -0.43
14 N -1.34 -4.73 2.09  0.35
15 C -1.25 -3.38 1.81  -0.33
16 S -2.48 -2.28 1.47  -0.24
17 C -2.50 -5.64 1.85  1.32
18 C -2.12 -7.03 2.36  -2.12
19 C -3.76 -5.21 2.61  -1.58
20 C -2.75 -5.69 0.34  -1.48
21 N 2.11 -1.97 0.91  0.32
22 C 3.28 -1.41 1.39  -1.11
23 C 4.28 -1.72 0.56  -0.95
24 N 3.74 -2.45 -0.50  0.84
25 C 2.39 -2.62 -0.25  0.03
26 S 1.27 -3.54 -1.13  -0.40
27 C 4.55 -2.95 -1.64  1.24
28 C 5.96 -2.37 -1.52  -2.28
29 C 4.62 -4.48 -1.57  -1.79
30 C 3.97 -2.47 -2.97  -1.39
31 C 0.96 0.54 2.76  0.04
32 S 1.10 1.51 1.38  -0.40
33 H 2.67 3.86 4.64  0.47
34 H 2.54 3.00 3.10  0.21
35 H 3.35 2.24 4.48  0.38
36 H 0.12 4.15 4.73  0.49
37 H -0.92 2.71 4.63  0.38
38 H -0.06 3.28 3.19  0.19
39 H 1.36 3.18 6.58  0.46
40 H 2.08 1.57 6.52  0.47
41 H 0.31 1.77 6.57  0.47
42 H 0.97 -0.21 5.94  0.54
43 H 0.75 -2.33 4.27  0.63
44 H 0.00 -1.14 0.69  -0.48
45 H 1.86 -4.14 2.40  0.60
46 H 0.16 -6.23 2.60  0.55
47 H -1.81 -7.00 3.40  0.47
48 H -1.33 -7.48 1.76  0.46
49 H -3.00 -7.68 2.29  0.45
50 H -3.54 -5.08 3.67  0.38
51 H -4.52 -5.99 2.49  0.47
52 H -4.15 -4.28 2.23  0.28
53 H -1.84 -5.98 -0.18  0.32
54 H -3.06 -4.70 -0.02  0.28
55 H -3.54 -6.41 0.11  0.48
56 H 3.30 -0.84 2.31  0.66
57 H 5.32 -1.46 0.62  0.61
58 H 6.47 -2.71 -0.62  0.34
59 H 5.95 -1.28 -1.54  0.75
60 H 6.55 -2.72 -2.37  0.52
61 H 5.07 -4.79 -0.62  0.38
62 H 5.24 -4.86 -2.39  0.47
63 H 3.63 -4.91 -1.65  0.31
64 H 3.86 -1.38 -2.97  0.15
65 H 3.00 -2.92 -3.16  0.35
66 H 4.65 -2.76 -3.78  0.52
67 O 6.87 0.85 -0.42  -0.52
68 C 6.58 0.96 -1.74  0.20
69 O 7.45 0.78 -2.55  -0.60
70 C 5.17 1.29 -2.10  1.07
71 C 4.92 1.74 -3.40  -1.26
72 C 3.63 2.03 -3.80  -0.30
73 C 2.56 1.85 -2.91  -0.17
74 C 2.81 1.37 -1.63  0.31
75 C 4.11 1.12 -1.23  -0.11
76 N 1.22 2.06 -3.26  -0.19
77 C 0.87 2.98 -4.06  -0.36
78 C -0.51 3.09 -4.55  0.51
79 C -0.84 4.12 -5.42  -0.82
80 C -2.14 4.18 -5.92  -0.42
81 C -3.05 3.22 -5.52  -0.73
82 C -2.62 2.23 -4.64  -0.22
83 N -1.39 2.17 -4.16  0.17
84 H 6.10 1.08 0.11  0.40
85 H 5.75 1.85 -4.08  0.50
86 H 3.44 2.36 -4.81  0.52
87 H 1.99 1.20 -0.95  -0.03
88 H 4.25 0.73 -0.22  -0.15
89 H 1.58 3.72 -4.44  0.49
90 H -0.10 4.85 -5.71  0.39
91 H -2.43 4.97 -6.61  0.44
92 H -4.06 3.22 -5.90  0.43
93 H -3.31 1.47 -4.28  0.42
94 N -3.07 1.15 1.58  -0.30
95 C -3.86 1.80 0.55  1.43
96 C -5.29 2.18 1.00  -1.06
97 C -6.36 2.38 -0.08  -0.65
98 C -6.00 3.31 -1.25  -0.47
99 N -5.32 4.54 -0.86  -0.13
100 C -4.01 4.77 -1.03  0.70
101 N -3.48 5.88 -0.46  -0.49
102 N -3.27 3.99 -1.79  0.06
103 C -3.90 0.87 -0.67  0.14
104 O -4.29 -0.29 -0.52  -0.68
105 O -3.51 1.35 -1.80  -0.86
106 H -3.29 0.16 1.63  -0.06
107 H -3.25 1.55 2.50  0.26
108 H -3.32 2.71 0.28  -0.33
109 H -5.22 3.07 1.63  0.38
110 H -5.64 1.37 1.64  0.38
111 H -7.25 2.78 0.41  0.43
112 H -6.62 1.41 -0.50  0.33
113 H -6.92 3.59 -1.77  0.37
114 H -5.38 2.79 -1.97  0.20
115 H -5.81 5.15 -0.23  0.25
116 H -3.99 6.39 0.23  0.19
117 H -2.47 5.95 -0.43  0.22
118 H -3.47 2.95 -1.80  -0.29
119 H -2.27 4.14 -1.70  0.12
120 O -1.09 -2.99 -3.21  -0.53
121 H -1.42 -3.82 -3.57  0.21
122 H -0.38 -3.25 -2.59  0.15
123 O -0.37 3.53 -0.77  -0.56
124 H 0.04 2.95 -1.43  0.31
125 H -0.25 3.05 0.07  -0.02

***

Computed, not measured: 9 unconnected molecules or ions with the total composition C40H80BBrN3O13Si, with ωB97M-V/def2-TZVPD.

Values from the calculation:
Total charge ... -1
Electronic energy ... -152468.15745 eV
Kohn-Sham gap ... 7.2 eV
Max |F| ... 1.20 eV/Å
M ... 929.9 g mol⁻¹
Lowest unoccupied orbital energy ... 1.917 eV

Last column: Mulliken charge in e.
CARTESIAN COORDINATES (ANGSTROEM)
1 C -2.14 0.44 4.81  -1.38
2 C -2.19 -0.51 3.61  0.66
3 B -2.10 0.23 2.15  1.86
4 C -2.91 1.65 2.14  -0.77
5 C -4.33 1.48 2.64  -0.07
6 O -5.29 1.96 1.66  -0.43
7 Si -6.75 1.21 1.76  0.63
8 C -8.06 2.20 0.84  -1.21
9 C -7.36 0.98 3.53  -1.13
10 C -6.72 -0.50 0.99  -1.03
11 O -0.64 0.38 1.75  -0.91
12 C -0.38 -0.51 0.73  1.44
13 N 0.69 -0.11 -0.14  -0.51
14 C -0.09 -1.98 1.14  -2.62
15 C 0.98 -2.17 2.23  0.90
16 C 0.58 -3.08 3.40  -0.94
17 C 1.08 -2.65 4.77  -0.66
18 N 2.49 -2.17 4.75  -0.16
19 C 2.71 -0.93 5.31  0.80
20 C 3.36 0.11 4.45  -0.86
21 O 2.36 -0.67 6.45  -0.64
22 C -1.78 -0.55 0.02  -0.04
23 Br -1.96 -2.06 -1.28  -0.26
24 N -2.03 0.70 -0.79  -0.48
25 C -1.42 0.91 -1.82  0.86
26 O -0.79 1.15 -2.77  -0.62
27 O -2.65 -0.63 1.00  -0.80
28 H -1.54 1.31 4.59  0.15
29 H -3.13 0.76 5.12  0.25
30 H -1.66 -0.05 5.66  0.43
31 H -3.04 -1.19 3.70  0.43
32 H -1.31 -1.13 3.68  -0.86
33 H -2.99 2.08 1.15  0.28
34 H -2.43 2.42 2.75  -0.13
35 H -4.52 0.42 2.83  0.00
36 H -4.51 2.02 3.57  0.27
37 H -8.02 1.94 -0.22  0.31
38 H -9.04 1.90 1.19  0.33
39 H -7.95 3.27 0.96  0.29
40 H -7.32 1.88 4.13  0.31
41 H -6.85 0.17 4.03  0.33
42 H -8.40 0.69 3.45  0.39
43 H -7.61 -1.03 1.31  0.38
44 H -6.78 -0.43 -0.09  0.31
45 H -5.84 -1.06 1.29  0.24
46 H 0.68 0.89 -0.27  -0.05
47 H 1.58 -0.35 0.28  0.38
48 H -1.00 -2.51 1.41  0.66
49 H 0.28 -2.46 0.24  0.63
50 H 1.87 -2.62 1.79  0.18
51 H 1.29 -1.20 2.61  -0.31
52 H -0.51 -3.07 3.48  0.51
53 H 0.84 -4.11 3.21  0.50
54 H 0.46 -1.88 5.20  0.10
55 H 1.01 -3.50 5.43  0.26
56 H 2.92 -2.26 3.84  0.16
57 H 2.61 0.56 3.80  0.03
58 H 4.11 -0.36 3.82  0.23
59 H 3.79 0.88 5.07  0.39
60 C 0.39 -7.93 6.00  -1.15
61 C -0.44 -6.66 5.95  0.82
62 O -0.09 -5.70 5.31  -0.44
63 C -1.72 -6.65 6.74  -1.12
64 H 1.28 -7.80 5.40  0.27
65 H 0.68 -8.14 7.03  0.34
66 H -0.19 -8.77 5.62  0.34
67 H -1.52 -6.82 7.80  0.32
68 H -2.39 -7.45 6.39  0.34
69 H -2.22 -5.69 6.62  0.28
70 C -1.51 -0.68 -5.34  -1.04
71 C -0.91 -1.31 -6.57  0.86
72 O 0.26 -1.61 -6.63  -0.55
73 C -1.84 -1.54 -7.74  -1.00
74 H -0.74 -0.55 -4.58  0.23
75 H -1.93 0.30 -5.58  0.34
76 H -2.30 -1.32 -4.94  0.32
77 H -2.27 -0.60 -8.07  0.32
78 H -2.66 -2.21 -7.43  0.32
79 H -1.30 -2.00 -8.56  0.18
80 C 0.47 4.14 -2.00  -0.76
81 C 1.46 4.35 -0.89  0.88
82 O 1.93 3.41 -0.27  -0.55
83 C 1.80 5.77 -0.53  -0.93
84 H 0.29 3.08 -2.13  -0.04
85 H -0.47 4.64 -1.75  0.27
86 H 0.85 4.57 -2.94  0.39
87 H 0.88 6.30 -0.25  0.07
88 H 2.27 6.29 -1.37  0.41
89 H 2.47 5.77 0.32  0.22
90 C 1.65 -2.64 -9.57  -0.78
91 C 1.88 -1.84 -10.82  0.90
92 O 1.17 -1.95 -11.80  -0.60
93 C 3.04 -0.87 -10.81  -0.96
94 H 0.78 -3.28 -9.72  0.25
95 H 2.52 -3.26 -9.36  0.27
96 H 1.46 -1.98 -8.72  0.12
97 H 3.98 -1.41 -10.65  0.20
98 H 2.91 -0.14 -10.02  0.29
99 H 3.08 -0.36 -11.77  0.34
100 C 6.86 -2.15 1.02  -1.35
101 C 5.43 -2.43 1.44  0.92
102 O 4.57 -1.59 1.34  -0.44
103 C 5.14 -3.81 1.98  -0.93
104 H 6.94 -1.14 0.65  0.31
105 H 7.53 -2.28 1.87  0.34
106 H 7.16 -2.85 0.23  0.36
107 H 5.75 -4.00 2.87  0.33
108 H 5.38 -4.57 1.24  0.39
109 H 4.09 -3.88 2.24  0.11
110 C 2.08 6.38 4.41  -1.38
111 C 1.08 5.79 3.43  0.73
112 O 0.70 6.41 2.47  -0.46
113 C 0.58 4.41 3.72  -0.80
114 H 2.36 7.38 4.09  0.33
115 H 1.64 6.43 5.41  0.37
116 H 2.97 5.75 4.45  0.34
117 H 0.09 4.37 4.69  0.45
118 H 1.41 3.71 3.73  0.26
119 H -0.12 4.10 2.95  0.14
120 C 5.29 -4.30 -7.32  -1.08
121 C 5.66 -3.54 -8.57  0.76
122 O 4.82 -3.04 -9.28  -0.44
123 C 7.13 -3.43 -8.89  -1.15
124 H 4.21 -4.30 -7.21  0.25
125 H 5.65 -5.32 -7.39  0.34
126 H 5.74 -3.82 -6.45  0.33
127 H 7.57 -4.42 -9.02  0.32
128 H 7.65 -2.92 -8.08  0.34
129 H 7.26 -2.86 -9.81  0.29
130 C -1.84 7.71 1.24  -0.97
131 C -2.41 8.13 -0.09  0.82
132 O -1.80 8.84 -0.86  -0.58
133 C -3.79 7.62 -0.43  -1.12
134 H -0.85 8.13 1.36  0.21
135 H -2.48 8.06 2.05  0.51
136 H -1.77 6.62 1.29  0.22
137 H -4.51 7.96 0.32  0.33
138 H -3.80 6.53 -0.43  0.29
139 H -4.09 7.99 -1.40  0.31

***

Computed, not measured: a molecular structure, C33H30BrCl6F3IrNO, with ωB97M-V/def2-TZVPD.

Values from the calculation:
Electronic energy ... -194414.31747 eV
Kohn-Sham gap ... 6.8 eV
Max |F| ... 1.23 eV/Å
M ... 998.4 g mol⁻¹
Relative energy (zero: lowest compared OMol25 entry of this formula, charge and spin) ... 1.2662 eV
Lowest unoccupied orbital energy ... -0.852 eV

Last column: Mulliken charge in e.
CARTESIAN COORDINATES (ANGSTROEM)
1 Ir -0.53 0.03 -1.78  1.43
2 Cl -0.31 2.96 -1.14  -0.26
3 C -0.76 2.73 -2.79  1.15
4 C -0.83 1.41 -3.26  -1.47
5 C -1.24 1.33 -4.61  1.22
6 Cl -1.52 -0.19 -5.41  -0.24
7 C -1.51 2.45 -5.40  -0.41
8 Cl -1.98 2.28 -7.05  -0.18
9 C -1.43 3.73 -4.86  0.50
10 Cl -1.79 5.11 -5.81  -0.19
11 C -1.06 3.87 -3.53  -0.41
12 Cl -1.01 5.43 -2.81  -0.16
13 C 2.58 -3.88 4.47  -2.19
14 C 2.57 -2.36 4.62  1.93
15 C 1.68 -2.00 5.82  -1.60
16 C 4.00 -1.89 4.89  -1.61
17 C 2.03 -1.67 3.37  -0.37
18 C 1.61 -2.35 2.25  -0.24
19 C 1.11 -1.64 1.17  0.07
20 Br 0.55 -2.63 -0.35  -0.26
21 C 0.99 -0.25 1.10  0.45
22 O 0.49 0.36 0.04  -0.87
23 C 1.45 0.45 2.25  -0.67
24 C 1.94 -0.27 3.33  -0.29
25 C 1.41 1.99 2.30  2.68
26 C 2.26 2.55 1.15  -1.56
27 C -0.05 2.45 2.19  -0.77
28 C 1.98 2.55 3.61  -2.47
29 H 2.95 -4.33 5.39  0.42
30 H 3.23 -4.20 3.66  0.41
31 H 1.57 -4.27 4.29  0.42
32 H 2.05 -2.49 6.72  0.46
33 H 0.65 -2.31 5.65  0.36
34 H 1.68 -0.92 6.01  0.31
35 H 4.40 -2.39 5.78  0.46
36 H 4.05 -0.81 5.06  0.31
37 H 4.65 -2.12 4.04  0.36
38 H 1.67 -3.43 2.19  0.54
39 H 2.28 0.28 4.19  0.34
40 H 1.90 2.22 0.19  0.15
41 H 3.30 2.22 1.26  0.35
42 H 2.24 3.64 1.18  0.45
43 H -0.50 2.11 1.27  -0.55
44 H -0.10 3.55 2.22  0.48
45 H -0.63 2.06 3.03  0.38
46 H 3.02 2.26 3.76  0.45
47 H 1.40 2.23 4.48  0.42
48 H 1.94 3.64 3.57  0.46
49 Cl -4.66 5.30 0.33  -0.24
50 C -4.07 3.74 -0.14  0.43
51 C -4.15 3.36 -1.48  -1.01
52 C -3.68 2.11 -1.85  0.01
53 C -3.11 1.25 -0.92  -0.60
54 C -2.54 -0.06 -1.33  -1.27
55 C -3.07 1.65 0.41  0.05
56 C -3.54 2.89 0.81  -0.76
57 H -4.58 4.03 -2.20  0.46
58 H -3.73 1.81 -2.89  0.46
59 H -3.02 -0.42 -2.23  0.72
60 H -2.57 -0.79 -0.51  0.67
61 H -2.65 0.98 1.15  0.35
62 H -3.48 3.20 1.84  0.44
63 F 0.77 -5.89 -4.69  -0.24
64 C -0.19 -5.13 -5.24  0.69
65 F 0.17 -4.87 -6.51  -0.25
66 F -1.31 -5.86 -5.27  -0.28
67 C -0.37 -3.85 -4.46  0.32
68 C 0.66 -2.93 -4.43  -1.09
69 C 0.49 -1.78 -3.68  -0.26
70 N -0.62 -1.53 -2.97  0.40
71 C -1.61 -2.44 -3.00  0.03
72 C -1.52 -3.60 -3.74  -1.15
73 H 1.57 -3.09 -4.98  0.47
74 H 1.27 -1.03 -3.64  0.47
75 H -2.48 -2.24 -2.39  0.47
76 H -2.34 -4.30 -3.73  0.52